A structure of composition C42H63GeIMgNO4PSSi, computed with ωB97M-V/def2-TZVPD.

Calculated values
**Relative energy (zero: lowest compared OMol25 entry of this formula, charge and spin)**: 61.9 kJ/mol
**Orbital gap**: 0.2504 Ha
**M**: 960.9 Da

The geometry in XYZ format:
```
116
Properties=species:S:1:pos:R:3:lowdin_charge:R:1
N -1.88 -3.70 -1.25 -0.10
C 2.14 -1.01 2.12 -0.01
C 4.65 2.80 -2.06 -0.08
H 1.17 1.84 3.82 0.08
H 5.33 -2.49 0.42 0.10
H 3.96 -0.67 -6.44 0.10
C -2.11 2.04 4.16 -0.64
O 0.15 0.28 1.88 -0.22
H -3.23 3.59 -3.57 0.01
C -1.01 -2.18 4.80 -0.64
C 2.93 -1.50 -1.75 -0.36
C 4.63 -2.55 -0.39 -0.08
H -3.00 -2.34 3.99 0.07
H 5.72 2.91 -1.96 0.10
C 2.70 1.39 -2.14 -0.37
C 2.49 3.78 -2.42 -0.08
H -2.28 -2.14 -2.59 0.05
H 0.00 4.36 -0.59 -0.01
C 3.85 -1.45 -0.71 -0.13
H -0.40 -1.88 -7.73 0.11
C 2.18 1.37 1.30 -0.01
H -0.78 2.97 2.74 0.08
C -1.75 -1.48 -6.12 -0.10
C 3.87 3.92 -2.27 -0.09
H 1.88 4.65 -2.60 0.10
H -2.59 5.23 -3.51 0.01
S -2.58 -0.70 1.50 0.43
C -2.46 2.20 -0.68 -0.69
C -4.14 5.00 -0.50 -0.22
H -1.65 -5.75 -1.65 0.09
H -2.87 -0.79 -4.44 0.06
H 2.06 1.02 0.28 0.03
H -0.99 -4.20 5.57 0.08
H -1.72 2.02 6.29 0.08
H -0.55 2.96 5.35 0.08
H 1.24 -3.95 -0.31 0.08
H -0.69 5.95 -0.87 0.01
H 3.43 -4.73 -2.68 0.11
C -1.88 -0.94 -4.84 -0.21
H -3.65 -3.21 -2.25 0.09
H -1.80 2.02 0.17 -0.08
H -1.11 -4.09 3.81 0.08
I -1.59 0.86 -2.28 1.24
C -0.52 -1.53 -6.71 -0.06
H -0.97 5.13 0.66 0.00
C -2.45 4.22 -3.15 -0.25
H -2.91 -2.62 5.73 0.09
C -1.84 2.94 2.96 -0.02
H 2.74 1.03 3.91 0.10
H 2.00 -1.37 1.10 0.07
C -0.34 -1.55 6.03 -0.02
C 1.69 -0.39 -3.94 -0.31
H -3.92 1.17 3.39 0.06
H 3.81 -0.14 -4.06 0.10
H -3.82 1.15 5.15 0.08
H 3.96 -0.54 -0.13 0.09
H 3.23 1.47 1.53 0.10
C -1.61 2.71 5.44 -0.02
C 2.90 -0.38 -4.59 -0.09
C -2.33 -5.07 -1.14 -0.03
C 3.00 -0.70 -5.95 -0.07
C -2.79 -2.71 -1.81 -0.02
H 0.85 2.42 -2.47 0.04
H -3.31 -5.16 -1.61 0.09
Mg -0.73 -0.37 -0.08 0.25
C -0.87 4.98 -0.41 -0.21
C 1.88 -1.10 -6.63 -0.04
H 1.28 0.18 4.41 0.07
H -2.63 -1.81 -6.66 0.10
H 0.73 -1.74 6.01 0.09
C 1.52 0.38 2.27 -0.61
H -2.20 3.95 3.15 0.09
Ge -2.49 4.10 -1.17 0.75
C 1.92 2.53 -2.34 -0.11
H -4.25 4.86 0.57 0.00
C 2.78 -2.71 -2.44 -0.10
H -2.17 3.61 5.65 0.09
H -4.17 2.67 4.30 0.09
H 1.71 2.35 1.38 0.10
H -0.51 -0.48 6.02 0.07
H -0.75 -1.98 6.94 0.09
P 1.73 -0.17 -2.11 1.08
H -2.78 -0.98 5.08 0.06
C 4.07 1.54 -2.00 -0.10
O -1.41 0.82 4.05 -0.14
C 0.62 -1.11 -6.00 -0.18
H 3.20 -1.00 2.36 0.10
H 0.06 -4.22 0.97 0.10
Si -1.10 -0.25 2.86 -0.16
C 3.56 -3.80 -2.13 -0.09
H -4.10 6.06 -0.71 0.01
C -0.72 -3.29 -0.76 -0.45
H -2.42 -5.38 -0.09 0.10
C -0.65 -3.66 4.69 -0.02
H 2.03 -2.77 -3.22 0.11
O -0.51 -1.55 3.64 -0.15
H 4.32 4.90 -2.33 0.10
C -3.61 1.74 4.26 -0.02
H -2.37 2.55 2.09 0.06
C -0.80 -0.55 -4.07 -0.39
H -5.01 4.58 -0.98 0.01
C -2.53 -2.03 4.91 -0.04
H 0.08 -5.29 -0.43 0.07
C 0.49 -0.68 -4.64 -0.21
H 1.94 -1.40 -7.67 0.11
C 1.69 0.89 3.70 -0.01
H -3.45 1.82 -0.43 -0.02
H 5.12 -4.58 -0.88 0.10
O -0.38 -2.09 -0.82 -0.13
H 0.43 -3.78 4.61 0.08
H 4.71 0.68 -1.86 0.09
H 1.63 -1.70 2.80 0.08
H -3.12 -2.02 -1.04 0.06
C 4.50 -3.73 -1.11 -0.09
C 0.22 -4.27 -0.10 0.05
H -1.50 3.84 -3.53 -0.01
```